[1]
One molecule with the formula C20H33N5O2, computed with ωB97M-V/def2-TZVPD.

## Properties
**Frontier orbital gap**: 9.0 eV
**Highest occupied orbital energy**: -8.25 eV
**Lowest unoccupied orbital energy**: 0.0269 Eh
**SMILES string**: CC[C@@H]1CCCCN1Cc1nc2c(c(=O)n(C)c(=O)n2C)n1CCC(C)C
**E**: -1206.24425 Eh

Element x y z (Å)
C1 0.1285 1.4738 3.6124
C2 -0.1760 0.5592 2.4295
C3 -0.0995 -0.9339 2.7725
C4 1.2922 -1.2870 3.3092
C5 1.4149 -2.7666 3.6465
C6 1.0647 -3.5764 2.4086
C7 -0.3242 -3.1783 1.9277
N1 -0.3834 -1.7608 1.5942
C8 -1.6536 -1.4426 0.9498
C9 -1.5857 -0.3569 -0.0715
N2 -2.3192 0.7440 0.0161
C10 -2.0804 1.4210 -1.1237
C11 -1.1953 0.7205 -1.9301
C12 -0.8504 1.1658 -3.2435
O1 -0.1640 0.5804 -4.0637
N3 -1.4295 2.4062 -3.5252
C13 -1.1448 2.9981 -4.8222
C14 -2.2837 3.1501 -2.7225
O2 -2.7233 4.2165 -3.0959
N4 -2.6100 2.6167 -1.4951
C15 -3.5179 3.3155 -0.6131
N5 -0.8918 -0.4264 -1.2282
C16 0.0419 -1.4359 -1.6606
C17 1.3924 -1.3147 -0.9483
C18 2.1605 -0.0256 -1.2605
C19 2.7177 -0.0288 -2.6818
C20 3.2984 0.1432 -0.2543
H1 -0.4659 1.1889 4.4781
H2 -0.1209 2.5000 3.3525
H3 1.1794 1.4464 3.8877
H4 -1.1795 0.7942 2.0787
H5 0.5202 0.7688 1.6148
H6 -0.8455 -1.1468 3.5648
H7 1.4903 -0.6952 4.2019
H8 2.0351 -1.0289 2.5523
H9 2.4285 -2.9930 3.9820
H10 0.7267 -3.0186 4.4571
H11 1.0793 -4.6462 2.6232
H12 1.7898 -3.3727 1.6194
H13 -0.5670 -3.7503 1.0279
H14 -1.0650 -3.4357 2.7064
H15 -2.4287 -1.1570 1.6766
H16 -2.0030 -2.3423 0.4308
H17 -0.7050 3.9855 -4.6859
H18 -2.0667 3.1037 -5.3935
H19 -0.4525 2.3383 -5.3396
H20 -3.8389 4.2240 -1.1184
H21 -3.0092 3.5607 0.3192
H22 -4.3742 2.6793 -0.3908
H23 -0.3875 -2.4187 -1.4453
H24 0.1601 -1.3222 -2.7392
H25 1.1990 -1.3751 0.1248
H26 2.0022 -2.1727 -1.2383
H27 1.4793 0.8268 -1.1534
H28 3.3552 -0.8970 -2.8370
H29 3.3119 0.8661 -2.8536
H30 1.9192 -0.0442 -3.4175
H31 3.8617 1.0496 -0.4638
H32 3.9800 -0.7033 -0.3091
H33 2.9130 0.2103 0.7610

---

[2]
C32H61LaN11O5P2 as an isolated structure, computed with ωB97M-V/def2-TZVPD.

## Properties
**Total charge**: +1
**Frontier orbital gap**: 7.6 eV
**Highest occupied orbital energy**: -9.29 eV
**Lowest unoccupied orbital energy**: -0.0606 Eh
**E**: -2948.99135 Eh

Element x y z (Å)
La1 0.8185 -0.8692 -0.4565
N1 1.1039 -0.5021 2.3327
C1 1.8741 -1.4572 3.1307
C2 1.7039 -2.8809 2.5931
N2 1.8808 -3.0449 1.1410
C3 3.3037 -3.2107 0.7937
C4 4.1739 -1.9844 1.0487
N3 3.5729 -0.7827 0.4496
C5 1.1597 -4.2592 0.7059
C6 0.9297 -4.3607 -0.7991
N4 -0.0039 -3.3173 -1.2504
H1 1.3408 0.4423 2.6132
H2 0.1255 -0.6313 2.5608
H3 1.5521 -1.4763 4.1782
H4 2.9126 -1.1429 3.1290
H5 0.6849 -3.1828 2.8372
H6 2.3866 -3.5483 3.1379
H7 3.3562 -3.4235 -0.2708
H8 3.7307 -4.0649 1.3401
H9 5.1641 -2.2077 0.6364
H10 4.3226 -1.8263 2.1140
H11 3.7297 -0.8438 -0.5510
H12 4.0581 0.0487 0.7708
H13 0.1784 -4.2576 1.1842
H14 1.6941 -5.1603 1.0393
H15 0.5532 -5.3676 -1.0037
H16 1.8589 -4.2296 -1.3488
H17 -0.9267 -3.5064 -0.8762
H18 -0.0757 -3.3356 -2.2621
C7 4.3187 -2.3780 -3.2661
C8 3.0426 -1.6288 -2.9594
O1 2.4585 -1.9209 -1.8544
C9 2.5765 -0.7036 -3.8687
C10 1.3134 -0.0439 -3.8037
C11 0.9325 0.7999 -4.9917
N5 0.4978 -0.1632 -2.7804
N6 -0.7394 0.4388 -3.0226
C12 -1.6657 0.2778 -2.1277
O2 -1.5298 -0.3117 -0.9781
C13 -3.0108 0.8052 -2.5092
C14 -4.0630 0.7175 -1.6036
C15 -5.3305 1.1721 -1.9377
C16 -5.5643 1.7246 -3.1877
C17 -4.5177 1.8211 -4.0971
C18 -3.2535 1.3626 -3.7659
H19 4.9871 -2.3591 -2.4025
H20 4.8329 -1.9656 -4.1306
H21 4.0748 -3.4236 -3.4675
H22 3.1615 -0.5354 -4.7610
H23 1.8097 1.0203 -5.5965
H24 0.4593 1.7226 -4.6634
H25 0.2043 0.2681 -5.6063
H26 -3.8606 0.2945 -0.6288
H27 -6.1410 1.0979 -1.2214
H28 -6.5546 2.0700 -3.4540
H29 -4.6943 2.2518 -5.0744
H30 -2.4412 1.4304 -4.4747
C19 -1.6433 3.4595 -0.9245
N7 -2.1146 2.5761 0.1397
C20 -3.4183 2.9351 0.6799
P1 -1.0236 1.6874 0.9851
O3 0.2055 1.3503 0.2290
O4 -1.9236 0.4989 1.5999
P2 -2.1597 -1.1047 1.5607
O5 -1.0472 -1.9369 1.0510
N8 -2.2542 -1.3130 3.2227
C21 -3.0095 -0.4322 4.1061
C22 -2.2734 -2.7039 3.6753
N9 -3.6045 -1.4119 0.8548
C23 -3.7014 -2.3155 -0.2879
C24 -4.8699 -1.0100 1.4482
N10 -0.5271 2.3817 2.4262
C25 0.7258 3.1382 2.4327
C26 -1.4892 2.8884 3.3958
H31 -1.5715 4.4975 -0.5824
H32 -2.3405 3.4153 -1.7632
H33 -0.6684 3.1271 -1.2751
H34 -3.4010 3.9197 1.1579
H35 -3.7464 2.1904 1.4035
H36 -4.1433 2.9588 -0.1345
H37 -3.0958 0.5601 3.6722
H38 -2.4844 -0.3415 5.0596
H39 -4.0118 -0.8235 4.3065
H40 -1.7453 -3.3337 2.9624
H41 -3.2948 -3.0858 3.7893
H42 -1.7762 -2.7746 4.6449
H43 -3.9905 -3.3244 0.0224
H44 -4.4489 -1.9352 -0.9862
H45 -2.7462 -2.3364 -0.8021
H46 -5.3252 -1.8187 2.0286
H47 -5.5641 -0.7363 0.6517
H48 -4.7385 -0.1438 2.0951
H49 1.4321 2.7015 1.7326
H50 1.1532 3.1076 3.4381
H51 0.5734 4.1920 2.1695
H52 -1.6113 3.9731 3.3117
H53 -1.1409 2.6649 4.4066
H54 -2.4604 2.4209 3.2549
N11 2.5920 1.5381 -1.5294
C27 3.4755 2.4578 -0.9387
C28 2.9946 3.5941 -0.2911
C29 3.8692 4.4573 0.3497
C30 5.2336 4.2044 0.3540
C31 5.7184 3.0826 -0.3033
C32 4.8489 2.2151 -0.9448
H55 1.7256 1.9610 -1.8318
H56 3.0119 1.0109 -2.2876
H57 1.9301 3.8016 -0.3117
H58 3.4834 5.3400 0.8444
H59 5.9137 4.8829 0.8507
H60 6.7827 2.8871 -0.3281
H61 5.2288 1.3464 -1.4736